1.
# C3H7N3O

One molecule with the formula C3H7N3O (ωB97M-V/def2-TZVPD, OMol25).

XYZ file:
```
14
Properties=species:S:1:pos:R:3:forces:R:3
C -0.00483 -0.68120 -1.99831 0.086 -0.062 -0.004
C 0.08679 -0.12930 -0.61336 -0.571 0.178 0.308
N 1.09791 0.65959 -0.23474 -0.559 -0.614 0.966
C 0.75913 1.06299 1.01388 2.577 0.465 0.735
N 1.14075 0.44721 2.16581 -0.751 0.206 -1.126
N -0.79431 -0.28176 0.37760 -0.215 0.300 -0.993
O -2.00871 -0.89698 -0.01842 -0.496 -0.231 -0.205
H -0.78514 -0.16156 -2.56179 -0.006 -0.137 0.135
H 0.94178 -0.53447 -2.52143 -0.074 0.008 0.154
H -0.24214 -1.74620 -1.96566 -0.103 0.139 -0.037
H 0.61217 2.13961 1.14124 -0.679 -0.112 0.119
H 1.01192 -0.55907 2.13343 0.370 0.119 0.077
H 0.86702 0.87992 3.03602 0.001 0.014 -0.124
H -2.68234 -0.19876 0.04572 0.420 -0.273 -0.004
```
Positions in Å, forces in eV/Å.

Summary:
Gap between HOMO and LUMO   8.433 eV
Energy relative to the best compared isomer or geometry (same formula, charge and spin)   388.58 kJ/mol
Spin multiplicity   1
DFT total energy   -357.901873 Eh
Charge   0
SMILES   CC(/N=C/N)=N\O
HOMO energy   -7.78 eV

=====

2.
# C3H7N3O

One molecule with the formula C3H7N3O (ωB97M-V/def2-TZVPD, OMol25).

XYZ file:
```
14
Properties=species:S:1:pos:R:3:forces:R:3
H 0.57268 -0.78143 -2.34512 -1.416 -3.731 0.757
N 0.16740 -1.85148 -1.97785 1.874 3.672 0.103
C -0.40264 -1.55070 -0.86624 -1.702 -2.212 -0.884
N -0.77559 -0.23703 -0.60893 3.361 2.832 0.730
N -1.12289 0.29919 0.65826 2.475 0.455 1.247
C 0.07099 0.41904 1.64351 -3.421 -4.664 -0.344
C 1.00403 1.27306 1.06505 1.460 2.021 -5.879
O 0.99157 1.64277 -0.16098 -0.145 -0.844 3.691
H -0.94446 -2.45680 -0.34772 1.034 1.937 -0.412
H 0.16352 0.48291 -0.70347 -3.080 -1.895 -1.178
H -1.86960 -0.17134 1.05663 -1.655 -1.142 0.943
H 0.58485 -0.62948 1.90723 -0.467 1.780 -1.092
H -0.25583 0.59779 2.64999 -0.371 1.003 0.393
H 1.89953 1.49301 1.51615 2.053 0.788 1.925
```
Positions in Å, forces in eV/Å.

Summary:
Gap between HOMO and LUMO   8.427 eV
Energy relative to the best compared isomer or geometry (same formula, charge and spin)   505.55 kJ/mol
Spin multiplicity   1
DFT total energy   -357.857318 Eh
Charge   0
SMILES   [H]/N=C\NNCC=O
HOMO energy   -8.70 eV

=====

3.
# C3H7N3O

C3H7N3O as an isolated structure (ωB97M-V/def2-TZVPD, OMol25).

XYZ file:
```
14
Properties=species:S:1:pos:R:3:forces:R:3
C 1.86773 0.40995 1.59536 -3.520 0.174 -2.913
C 0.46529 0.78649 0.31117 3.379 -1.518 3.833
C -1.44547 -0.78257 -2.23425 2.161 -0.198 -2.507
N 1.46330 0.02779 2.69594 -2.262 0.547 -1.251
N -0.74918 0.61474 0.89277 -3.178 0.337 -1.435
N -0.35213 -0.25963 -0.22447 0.246 -0.512 0.470
O -0.93750 0.22216 -1.41633 -0.041 1.204 0.107
H 2.83953 0.48161 1.21459 1.588 0.273 -0.426
H 0.45555 1.65768 -0.26795 0.990 1.330 -0.818
H -1.58825 -0.30835 -3.26457 0.563 -0.483 1.271
H -2.41488 -1.10516 -2.00928 -1.375 -0.829 1.051
H -0.67775 -1.61798 -2.33346 -1.213 0.771 0.117
H 2.11981 -0.19993 3.37399 1.745 -0.447 1.390
H -1.04604 0.07322 1.66649 0.918 -0.649 1.109
```
Positions in Å, forces in eV/Å.

Summary:
Gap between HOMO and LUMO   10.294 eV
Energy relative to the best compared isomer or geometry (same formula, charge and spin)   678.35 kJ/mol
Spin multiplicity   1
DFT total energy   -357.791502 Eh
Charge   0
HOMO energy   -9.17 eV

=====

4.
# C3H7N3O

C3H7N3O as an isolated structure (ωB97M-V/def2-TZVPD, OMol25).

XYZ file:
```
14
Properties=species:S:1:pos:R:3:forces:R:3
C 0.50358 -1.46911 0.11158 1.370 1.104 -1.623
C 0.38126 -0.03942 0.42057 0.550 0.123 3.049
C -0.89717 0.61584 -0.15756 0.059 -0.041 -0.416
N 1.69090 -0.14156 -0.58135 -2.345 -1.564 0.374
N -1.66717 1.16136 0.81067 0.436 -0.038 0.140
N -1.30333 0.57385 -1.37074 0.004 -0.109 -0.133
O 0.75427 0.27950 1.61645 -0.686 0.356 -0.652
H 1.62618 0.46979 -1.38635 -0.019 -0.557 -0.303
H 2.54197 -0.12366 -0.03316 -0.321 0.128 0.116
H -2.53695 1.60136 0.56369 0.086 -0.135 -0.006
H -1.35529 1.07660 1.76615 0.138 0.226 -0.130
H -0.69537 0.03308 -1.97839 0.199 0.203 0.049
H -0.16764 -1.99196 -0.56859 0.465 0.166 -0.359
H 1.12476 -2.04569 0.78703 0.066 0.138 -0.107
```
Positions in Å, forces in eV/Å.

Summary:
Gap between HOMO and LUMO   7.979 eV
Energy relative to the best compared isomer or geometry (same formula, charge and spin)   384.20 kJ/mol
Spin multiplicity   1
DFT total energy   -357.903538 Eh
Charge   0
HOMO energy   -8.42 eV

=====

5.
# C3H7N3O

One molecule with the formula C3H7N3O (ωB97M-V/def2-TZVPD, OMol25).

XYZ file:
```
14
Properties=species:S:1:pos:R:3:forces:R:3
H 0.18166 -1.83054 0.77467 2.303 -0.665 -0.168
N -0.78400 -1.95677 0.84323 -3.259 2.153 -1.135
C -1.30268 -1.06167 0.04156 2.685 -3.359 1.771
C -0.46910 -0.32842 -0.96067 1.192 -2.763 0.839
N 0.82203 -0.13382 -0.32821 0.072 1.963 0.187
C 0.82004 0.64306 0.89489 -1.869 -1.546 1.642
N 1.81986 -0.84515 -0.71021 2.810 -1.637 -0.678
O 2.91659 -0.83036 -0.08960 -2.914 0.763 -0.669
H -2.31997 -0.97846 0.09678 -2.695 0.415 -0.341
H -0.38358 -0.99743 -1.82805 0.326 0.244 0.142
H -0.93012 0.52792 -1.26451 -0.875 2.720 -0.760
H 0.36720 1.64412 0.78796 -0.187 -0.706 -0.105
H 0.23198 -0.09357 1.63924 1.320 2.512 -1.025
H 1.80981 0.78120 1.23604 1.089 -0.094 0.301
```
Positions in Å, forces in eV/Å.

Summary:
Gap between HOMO and LUMO   10.009 eV
Energy relative to the best compared isomer or geometry (same formula, charge and spin)   445.47 kJ/mol
Spin multiplicity   1
DFT total energy   -357.880204 Eh
Charge   0
SMILES   [H]/N=C\CN(C)N=O
HOMO energy   -9.33 eV

=====

6.
# C3H7N3O

One molecule with the formula C3H7N3O (ωB97M-V/def2-TZVPD, OMol25).

XYZ file:
```
14
Properties=species:S:1:pos:R:3:forces:R:3
H -4.10500 -0.40101 -0.67316 0.054 0.021 0.088
N -3.36222 -0.28006 0.01109 0.213 0.018 -0.256
C -2.24390 -0.17265 -0.58107 -0.064 -0.006 0.045
N -1.08516 -0.00143 0.15400 -0.084 -0.013 0.033
C 0.17106 0.06098 -0.44281 0.050 -0.019 -0.146
O 0.31565 0.01362 -1.65315 -0.031 0.014 0.402
N 1.20026 0.18607 0.44614 -0.145 -0.029 0.014
C 2.57855 0.15824 0.00652 0.159 0.006 -0.073
H -2.05170 -0.19867 -1.65565 -0.089 -0.011 0.129
H -1.20399 0.02777 1.15725 0.070 0.001 -0.118
H 1.00955 0.14320 1.43438 -0.023 0.003 -0.153
H 2.57195 0.18237 -1.08384 0.043 0.003 0.153
H 3.08636 -0.75496 0.33792 -0.071 0.139 -0.058
H 3.12635 1.02900 0.38090 -0.082 -0.127 -0.058
```
Positions in Å, forces in eV/Å.

Summary:
Gap between HOMO and LUMO   10.385 eV
Energy relative to the best compared isomer or geometry (same formula, charge and spin)   9.30 kJ/mol
Spin multiplicity   1
DFT total energy   -358.046330 Eh
Charge   0
SMILES   [H]/N=C/NC(=O)NC
HOMO energy   -9.60 eV

=====

7.
# C3H7N3O

An isolated ion of composition C3H7N3O and charge +2 (ωB97M-V/def2-TZVPD, OMol25).

XYZ file:
```
14
Properties=species:S:1:pos:R:3:forces:R:3
C -0.57469 2.38576 1.93623 1.322 2.255 0.542
C -0.36717 1.59413 0.84014 0.596 -2.829 -1.701
N -0.12593 0.77904 0.04641 -0.270 -0.480 1.232
N 0.24007 0.21813 -1.07425 0.981 -0.831 -2.374
N 0.46104 -1.02848 -1.25032 -1.092 4.336 -1.461
C 0.19953 -2.08011 -0.40682 1.975 -6.244 -1.293
O 0.83303 -1.38447 -2.45517 0.506 -1.188 -0.429
H 0.00490 2.05104 2.82434 -0.231 0.302 -0.511
H -1.59357 2.54215 2.13110 -1.877 -0.267 0.534
H -0.31764 3.40266 1.53671 0.442 -0.268 0.728
H -0.16068 -3.01429 -1.01299 -0.104 1.968 0.326
H -0.49373 -1.90322 0.31639 -1.502 0.950 2.285
H 1.10926 -2.72594 -0.12003 -0.521 1.741 0.246
H 0.78556 -0.83641 -3.31172 -0.225 0.554 1.874
```
Positions in Å, forces in eV/Å.

Summary:
Gap between HOMO and LUMO   9.492 eV
Energy relative to the best compared isomer or geometry (same formula, charge and spin)   720.50 kJ/mol
Spin multiplicity   1
DFT total energy   -357.082052 Eh
Charge   +2
SMILES   CC#[N+]/N=[N+](\C)O
HOMO energy   -21.23 eV

=====

8.
# C3H7N3O2

One molecule with the formula C3H7N3O2 (ωB97M-V/def2-TZVPD, OMol25).

XYZ file:
```
15
Properties=species:S:1:pos:R:3:forces:R:3
H -1.31207 -1.97752 -0.74746 -1.749 3.475 1.293
N -1.88914 -1.02053 -0.62320 0.899 -2.927 -0.775
C -1.74778 -0.00175 0.11401 2.938 0.510 0.124
N -2.52265 1.09497 -0.12308 -1.000 1.211 -0.706
O -0.66756 0.29337 1.07227 -1.570 -0.907 -1.048
C 0.47534 -0.54180 0.89341 -0.617 1.946 -4.794
C 1.58159 0.33141 0.16756 1.162 -1.700 -0.791
N 2.74857 -0.25365 -0.37990 -4.808 7.192 -4.568
O 1.42410 1.44843 -0.21630 -1.659 1.999 0.076
H -3.19489 0.72750 -1.00721 2.306 2.427 3.234
H -2.17618 2.14440 0.25631 -1.511 -4.187 -1.872
H 0.15650 -1.20018 -0.07639 1.356 0.312 3.195
H 0.90200 -0.78352 1.81970 0.023 -1.600 1.208
H 2.95232 0.62000 -1.17658 0.481 -3.788 3.209
H 3.26985 -0.88113 0.02685 3.748 -3.962 2.218
```
Positions in Å, forces in eV/Å.

Summary:
Gap between HOMO and LUMO   9.994 eV
Energy relative to the best compared isomer or geometry (same formula, charge and spin)   508.80 kJ/mol
Spin multiplicity   1
DFT total energy   -433.128978 Eh
Charge   0
SMILES   [H]/N=C(/N)OCC(N)=O
HOMO energy   -9.27 eV

=====

9.
# C3H7N3O2

A 3-piece molecular cluster, C3H7N3O2 overall (ωB97M-V/def2-TZVPD, OMol25).

XYZ file:
```
15
Properties=species:S:1:pos:R:3:forces:R:3
C 0.41994 1.33506 -1.08714 0.128 0.050 -0.003
N -0.26753 0.48867 -0.10982 -0.805 1.744 2.288
C 0.22735 -1.63652 -0.96472 1.058 0.226 0.723
C 0.22052 -0.33454 0.72702 0.959 -1.759 -1.539
N -0.82219 1.85974 1.20279 -0.183 0.146 -0.559
O -0.49840 -2.65252 -0.49021 -0.168 -0.242 -0.315
N 0.58966 -0.88132 1.75690 -0.949 -0.026 -0.391
O 0.84861 -1.62747 -1.98379 -0.339 -0.044 -0.025
H -0.45902 -3.38113 -1.14429 -0.017 0.185 0.161
H -1.73904 1.48372 1.45890 0.100 -0.082 -0.210
H -0.26136 1.72640 2.05309 0.141 -0.270 -0.383
H -0.00714 -1.04322 2.56051 0.331 0.406 0.097
H 1.17482 1.95687 -0.60697 -0.087 -0.059 0.137
H 0.90888 0.72515 -1.84609 -0.222 -0.173 0.042
H -0.33512 1.98112 -1.52619 0.053 -0.103 -0.024
```
Positions in Å, forces in eV/Å.

Summary:
Gap between HOMO and LUMO (alpha / beta)   7.701 / 8.035 eV
Energy relative to the best compared isomer or geometry (same formula, charge and spin)   700.78 kJ/mol
Spin multiplicity   1
DFT total energy   -433.055857 Eh
Charge   0
HOMO energy (alpha / beta)   -7.95 / -7.95 eV